1.
{"formula": "C5H14N3", "method": "ωB97M-V/def2-TZVPD", "charge": 1, "e_tot_ha": -362.88370, "gap_ev": 10.45, "symbols": ["C", "C", "C", "C", "C", "N", "N", "N", "H", "H", "H", "H", "H", "H", "H", "H", "H", "H", "H", "H", "H", "H"], "coordinates": [[1.185, -0.248, -0.507], [2.294, -0.818, 0.356], [2.737, 0.847, -2.166], [1.387, 0.272, -1.875], [-1.222, -0.598, 0.401], [0.002, -0.301, -0.005], [-1.871, 0.301, 1.112], [-4.389, 0.007, 2.091], [2.596, -0.185, 1.249], [3.342, -0.968, -0.053], [1.843, -1.777, 0.749], [2.643, 1.823, -2.577], [3.360, 0.384, -2.849], [3.286, 1.003, -1.178], [1.314, -0.664, -2.470], [0.648, 0.963, -1.948], [-1.603, -1.461, -0.089], [-2.812, 0.088, 1.365], [-1.227, 0.941, 1.703], [-3.684, 0.452, 2.635], [-4.870, 0.558, 1.399], [-4.960, -0.621, 2.654]], "nbo_charge": [0.492, -0.724, -0.610, -0.479, 0.366, -0.431, -0.748, -1.108, 0.275, 0.267, 0.255, 0.236, 0.234, 0.208, 0.264, 0.241, 0.237, 0.431, 0.427, 0.364, 0.397, 0.406]}

2.
{"formula": "C3H5N", "method": "ωB97M-V/def2-TZVPD", "smiles": "CCC#N", "e_tot_ha": -172.05255, "gap_ev": 12.49, "symbols": ["C", "C", "C", "H", "H", "H", "H", "H", "N"], "coordinates": [[0.877, -0.512, 0.001], [-0.150, 0.616, -0.002], [-1.534, 0.102, 0.009], [0.605, -1.271, -0.752], [1.889, -0.087, -0.156], [0.883, -0.997, 0.982], [0.000, 1.335, 0.838], [0.019, 1.188, -0.924], [-2.588, -0.374, 0.004]], "nbo_charge": [-0.592, -0.509, 0.284, 0.223, 0.217, 0.215, 0.246, 0.244, -0.328]}

3.
{"formula": "C3H5NO", "method": "ωB97M-V/def2-TZVPD", "e_tot_ha": -247.14954, "gap_ev": [7.99, 7.99], "symbols": ["C", "C", "N", "C", "O", "H", "H", "H", "H", "H"], "coordinates": [[0.154, 0.208, -1.095], [0.708, -0.732, -0.037], [-0.144, -0.506, 1.115], [-0.814, 0.579, 0.926], [-0.731, 1.073, -0.317], [0.894, 0.849, -1.584], [-0.455, -0.269, -1.881], [0.844, -1.784, -0.263], [0.900, -0.566, 1.468], [-1.356, 1.148, 1.666]], "nbo_charge": [-0.106, -0.390, -0.585, 0.351, -0.466, 0.182, 0.162, 0.198, 0.461, 0.193]}

4.
{"formula": "C47H54BMgN8O4P2", "method": "ωB97M-V/def2-TZVPD", "charge": 1, "e_tot_ha": -3469.94042, "gap_ev": [3.91, 3.86], "symbols": ["Mg", "N", "C", "C", "N", "C", "C", "N", "C", "C", "N", "H", "H", "H", "H", "H", "H", "O", "C", "C", "C", "C", "C", "C", "N", "H", "H", "H", "H", "H", "H", "H", "C", "C", "C", "O", "B", "O", "C", "C", "C", "H", "H", "H", "H", "H", "H", "H", "H", "H", "H", "H", "H", "C", "P", "C", "C", "C", "C", "C", "C", "C", "C", "C", "C", "C", "C", "P", "C", "C", "C", "C", "C", "C", "C", "C", "C", "C", "C", "C", "H", "H", "H", "H", "H", "H", "H", "H", "H", "H", "H", "H", "H", "H", "H", "H", "H", "H", "H", "H", "H", "H", "C", "N", "C", "C", "O", "N", "C", "N", "H", "H", "H", "H", "H", "H", "H"], "coordinates": [[13.580, -6.852, 21.875], [16.845, -4.542, 21.503], [17.138, -4.759, 22.815], [16.099, -5.480, 23.349], [15.219, -5.747, 22.356], [15.660, -5.207, 21.189], [14.964, -5.472, 20.012], [13.748, -6.022, 19.933], [13.422, -5.927, 18.554], [14.445, -5.366, 17.836], [15.418, -5.059, 18.810], [17.358, -3.940, 20.869], [18.064, -4.380, 23.289], [16.005, -5.873, 24.366], [12.427, -6.203, 18.246], [14.442, -5.060, 16.769], [16.369, -4.783, 18.738], [14.088, -8.763, 22.333], [15.186, -9.633, 22.066], [15.683, -10.362, 23.305], [15.234, -9.996, 24.598], [15.575, -10.808, 25.659], [16.457, -11.880, 25.468], [17.023, -12.113, 24.217], [16.514, -11.388, 23.112], [13.015, -9.259, 22.369], [16.020, -9.031, 21.684], [15.108, -10.373, 21.292], [14.649, -9.082, 24.643], [15.096, -10.785, 26.662], [16.723, -12.575, 26.333], [17.608, -13.004, 24.046], [19.395, -13.263, 20.152], [17.836, -13.241, 20.245], [17.314, -14.632, 19.885], [17.464, -13.094, 21.696], [17.114, -11.743, 21.809], [17.222, -10.989, 20.611], [17.287, -11.954, 19.508], [18.154, -11.392, 18.443], [15.870, -12.174, 18.975], [19.800, -14.210, 20.637], [19.945, -12.392, 20.522], [19.576, -13.439, 19.087], [17.867, -15.303, 20.503], [17.451, -14.783, 18.780], [16.241, -14.718, 20.097], [19.223, -11.270, 18.752], [17.755, -10.418, 18.102], [18.163, -12.039, 17.590], [15.081, -12.399, 19.736], [15.821, -12.932, 18.230], [15.538, -11.203, 18.524], [9.962, -10.908, 14.888], [9.799, -10.115, 16.561], [10.060, -11.523, 17.697], [10.706, -12.695, 17.333], [10.942, -13.701, 18.238], [10.655, -13.502, 19.626], [9.914, -12.358, 19.992], [9.542, -11.467, 19.022], [8.009, -9.877, 16.798], [7.219, -11.011, 16.826], [5.828, -10.930, 16.883], [5.248, -9.713, 17.213], [5.985, -8.531, 17.190], [7.382, -8.617, 17.008], [11.703, -10.998, 14.163], [11.478, -11.658, 12.513], [10.614, -12.713, 12.204], [10.711, -13.396, 10.966], [11.593, -12.935, 10.032], [12.378, -11.831, 10.269], [12.344, -11.200, 11.493], [11.826, -9.228, 13.811], [10.871, -8.346, 13.301], [11.262, -7.044, 12.953], [12.571, -6.593, 13.216], [13.576, -7.436, 13.678], [13.205, -8.795, 13.996], [9.342, -10.330, 14.184], [9.671, -11.986, 14.948], [11.123, -12.836, 16.348], [11.485, -14.581, 17.893], [11.020, -14.222, 20.373], [9.617, -12.157, 21.017], [8.818, -10.683, 19.231], [7.729, -11.972, 16.941], [5.165, -11.815, 16.750], [4.205, -9.716, 17.616], [5.577, -7.626, 17.664], [8.087, -7.744, 17.128], [9.851, -12.958, 12.896], [10.036, -14.247, 10.817], [11.690, -13.409, 9.090], [13.066, -11.505, 9.497], [12.972, -10.319, 11.705], [9.868, -8.655, 13.109], [10.500, -6.343, 12.554], [12.732, -5.543, 12.922], [14.573, -7.038, 13.816], [14.010, -9.419, 14.429], [8.491, -6.120, 24.042], [9.614, -6.882, 23.483], [9.813, -8.329, 23.430], [11.198, -8.407, 22.870], [11.814, -9.482, 22.589], [11.672, -7.160, 22.554], [10.684, -6.303, 22.935], [10.865, -4.990, 22.950], [8.824, -5.705, 25.024], [7.579, -6.806, 24.216], [8.125, -5.313, 23.352], [9.023, -8.794, 22.777], [9.674, -8.871, 24.451], [11.588, -4.678, 22.346], [10.039, -4.403, 23.114]], "lowdin_charge": [0.774, 0.077, -0.117, -0.150, -0.046, -0.277, -0.375, -0.015, -0.125, -0.073, 0.081, 0.150, 0.123, 0.113, 0.096, 0.117, 0.136, -0.228, -0.159, -0.181, -0.030, -0.136, -0.088, -0.033, 0.102, 0.056, 0.136, 0.106, 0.102, 0.102, 0.129, 0.114, -0.020, -0.403, -0.008, 0.111, -0.574, 0.103, -0.464, -0.023, -0.008, 0.110, 0.096, 0.083, 0.078, 0.112, 0.093, 0.100, 0.107, 0.091, 0.109, 0.074, 0.107, -0.536, 0.995, -0.399, -0.129, -0.077, -0.062, -0.101, -0.122, -0.425, -0.115, -0.077, -0.107, -0.098, -0.095, 0.993, -0.400, -0.084, -0.072, -0.108, -0.088, -0.090, -0.426, -0.091, -0.078, -0.109, -0.083, -0.097, 0.041, 0.037, 0.069, 0.105, 0.102, 0.097, 0.098, 0.110, 0.119, 0.119, 0.103, 0.105, 0.076, 0.111, 0.096, 0.109, 0.104, 0.091, 0.112, 0.104, 0.092, 0.093, -0.008, -0.080, -0.002, -0.327, 0.106, 0.128, -0.374, 0.248, 0.112, 0.130, 0.105, 0.166, 0.187, 0.113, 0.132]}

5.
{"formula": "C4H3O2", "method": "ωB97M-V/def2-TZVPD", "charge": 1, "e_tot_ha": -304.25656, "gap_ev": 5.64, "symbols": ["C", "C", "C", "C", "O", "O", "H", "H", "H"], "coordinates": [[-3.225, 1.151, 0.153], [-3.361, -0.037, -0.060], [2.356, 0.222, 0.308], [-3.605, -1.346, -0.043], [-3.773, -2.451, 0.102], [1.237, -0.030, -0.151], [-3.089, 2.162, 0.112], [2.842, 1.205, 0.185], [2.925, -0.460, 0.926]], "nbo_charge": [0.331, -0.333, 0.291, 0.906, -0.175, -0.534, 0.270, 0.120, 0.124]}

6.
{"formula": "C28H10AuClF15GeNO4SSe", "method": "ωB97M-V/def2-TZVPD", "charge": -2, "e_tot_ha": -8399.25308, "gap_ev": 7.23, "symbols": ["Au", "Se", "C", "N", "O", "H", "H", "F", "C", "C", "C", "F", "C", "F", "C", "F", "C", "F", "Ge", "S", "C", "C", "F", "C", "F", "C", "F", "C", "F", "C", "F", "C", "C", "F", "C", "F", "C", "F", "C", "F", "C", "F", "C", "C", "C", "C", "Cl", "C", "C", "C", "O", "C", "C", "O", "O", "H", "H", "H", "H", "H", "H", "H", "H"], "coordinates": [[-2.124, -1.101, 1.343], [0.188, -2.346, 5.470], [-0.670, -1.890, 3.983], [-1.257, -1.592, 3.025], [1.309, -1.104, 0.758], [1.362, -0.162, 0.523], [0.894, -1.116, 1.628], [0.566, 7.141, 0.657], [1.001, 6.393, 1.689], [1.030, 5.014, 1.597], [1.443, 4.335, 2.734], [1.504, 3.007, 2.766], [1.812, 4.993, 3.895], [2.211, 4.318, 4.978], [1.774, 6.371, 3.937], [2.133, 7.018, 5.050], [1.364, 7.081, 2.829], [1.321, 8.420, 2.879], [0.439, 4.086, -0.092], [0.599, 2.026, -0.328], [-1.438, 4.737, -0.372], [-1.989, 4.564, -1.631], [-1.243, 4.073, -2.628], [-3.294, 4.888, -1.935], [-3.781, 4.736, -3.169], [-4.107, 5.389, -0.941], [-5.371, 5.725, -1.216], [-3.615, 5.541, 0.335], [-4.414, 6.016, 1.298], [-2.301, 5.200, 0.604], [-1.914, 5.343, 1.883], [1.582, 5.193, -1.343], [1.196, 6.178, -2.231], [-0.067, 6.639, -2.269], [2.081, 6.786, -3.102], [1.671, 7.744, -3.947], [3.409, 6.419, -3.093], [4.271, 7.002, -3.932], [3.849, 5.469, -2.197], [5.146, 5.150, -2.158], [2.934, 4.878, -1.346], [3.424, 3.988, -0.476], [1.281, -1.615, -2.867], [1.067, -0.251, -3.472], [2.150, 0.516, -3.891], [1.955, 1.753, -4.473], [3.345, 2.677, -5.003], [0.685, 2.270, -4.650], [-0.396, 1.520, -4.220], [-0.211, 0.277, -3.636], [-1.327, -0.414, -3.272], [-1.513, -0.707, -1.890], [-2.981, -0.540, -1.529], [-3.813, -0.322, -2.391], [-3.271, -0.674, -0.266], [2.231, -2.033, -3.201], [0.477, -2.295, -3.159], [1.295, -1.558, -1.773], [3.157, 0.140, -3.756], [0.543, 3.250, -5.086], [-1.407, 1.901, -4.298], [-0.916, -0.052, -1.255], [-1.235, -1.742, -1.673]], "nbo_charge": [0.608, -0.324, 0.161, -0.653, -0.974, 0.493, 0.480, -0.321, 0.400, -0.540, 0.420, -0.290, 0.236, -0.294, 0.279, -0.299, 0.228, -0.303, 1.338, -0.858, -0.491, 0.351, -0.303, 0.297, -0.300, 0.269, -0.297, 0.249, -0.300, 0.351, -0.312, -0.533, 0.404, -0.321, 0.230, -0.303, 0.280, -0.299, 0.239, -0.298, 0.404, -0.303, -0.645, -0.038, -0.230, -0.031, -0.052, -0.258, -0.172, 0.293, -0.514, -0.204, 0.765, -0.654, -0.817, 0.203, 0.218, 0.258, 0.213, 0.219, 0.227, 0.231, 0.188]}

7.
{"formula": "C12H23N4O4", "method": "ωB97M-V/def2-TZVPD", "smiles": "CCN(CC[C@]1(CCOC=O)NC(N)=[NH+][C@H]1O)C(C)=O", "charge": 1, "e_tot_ha": -990.75900, "gap_ev": 9.13, "symbols": ["C", "C", "N", "C", "C", "C", "C", "C", "O", "C", "O", "N", "C", "N", "N", "C", "O", "C", "C", "O", "H", "H", "H", "H", "H", "H", "H", "H", "H", "H", "H", "H", "H", "H", "H", "H", "H", "H", "H", "H", "H", "H", "H"], "coordinates": [[-0.643, 3.114, -1.447], [0.261, 3.003, -0.243], [0.701, 1.596, 0.029], [-0.248, 0.962, 0.951], [0.201, -0.417, 1.402], [-0.208, -1.541, 0.426], [-1.623, -2.051, 0.682], [-2.730, -1.269, -0.014], [-3.557, -0.692, 1.001], [-4.439, 0.236, 0.516], [-5.301, -0.022, -0.282], [0.825, -2.624, 0.636], [1.838, -2.389, -0.117], [3.103, -2.839, 0.108], [1.553, -1.564, -1.191], [0.104, -1.333, -1.060], [-0.448, -2.492, -1.738], [2.000, 1.698, 0.617], [3.139, 1.854, -0.353], [2.202, 1.651, 1.816], [-1.643, 2.758, -1.228], [-0.228, 2.647, -2.329], [-0.760, 4.169, -1.673], [1.163, 3.572, -0.451], [-0.181, 3.452, 0.641], [-0.502, 1.561, 1.821], [-1.171, 0.835, 0.396], [-0.274, -0.624, 2.352], [1.268, -0.472, 1.588], [-1.719, -3.097, 0.434], [-1.817, -1.970, 1.744], [-3.328, -1.919, -0.642], [-2.364, -0.470, -0.657], [-4.302, 1.251, 0.902], [1.081, -2.875, 1.586], [3.717, -2.265, 0.656], [3.480, -3.682, -0.281], [2.016, -0.673, -0.952], [-0.327, -0.504, -1.595], [-1.148, -2.223, -2.332], [2.794, 2.086, -1.353], [3.800, 2.628, 0.006], [3.716, 0.934, -0.371]], "nbo_charge": [-0.620, -0.214, -0.525, -0.232, -0.434, 0.147, -0.447, -0.071, -0.552, 0.644, -0.508, -0.475, 0.742, -0.907, -0.569, 0.189, -0.722, 0.708, -0.731, -0.563, 0.205, 0.216, 0.235, 0.208, 0.204, 0.220, 0.201, 0.246, 0.218, 0.252, 0.242, 0.213, 0.162, 0.130, 0.439, 0.430, 0.447, 0.416, 0.234, 0.492, 0.232, 0.263, 0.232]}

8.
{"formula": "C35H48BN10PbS4", "method": "ωB97M-V/def2-TZVPD", "charge": 3, "e_tot_ha": -3719.71990, "gap_ev": 6.84, "symbols": ["Pb", "C", "C", "C", "C", "N", "N", "B", "N", "N", "C", "C", "C", "C", "C", "S", "C", "C", "C", "C", "N", "N", "C", "C", "C", "C", "C", "S", "C", "C", "C", "C", "C", "S", "C", "C", "C", "C", "H", "H", "H", "H", "H", "H", "H", "H", "H", "H", "H", "H", "H", "H", "H", "H", "H", "H", "H", "H", "H", "H", "H", "H", "H", "H", "H", "H", "H", "H", "H", "H", "H", "H", "H", "H", "H", "H", "H", "C", "C", "N", "N", "C", "N", "S", "C", "C", "C", "C", "C", "N", "H", "H", "H", "H", "H", "H", "H", "H", "H"], "coordinates": [[0.428, -1.547, -0.835], [-0.717, 4.630, 2.479], [-0.791, 4.306, 1.015], [-0.701, 5.289, 0.075], [-0.803, 5.006, -1.308], [-0.942, 3.768, -1.703], [-1.033, 2.784, -0.776], [-1.429, 1.617, -1.662], [-0.609, 1.395, -2.892], [-1.374, 1.514, -3.986], [-0.768, 1.507, -5.148], [0.649, 1.440, -5.206], [1.418, 1.302, -4.082], [2.911, 1.221, -4.133], [0.715, 1.228, -2.854], [1.432, 0.922, -1.305], [-1.648, 1.601, -6.384], [-2.913, 0.759, -6.181], [-0.902, 1.100, -7.623], [-2.028, 3.077, -6.572], [-2.779, 1.121, -1.501], [-3.560, 2.143, -0.990], [-4.843, 1.981, -0.986], [-5.423, 0.749, -1.439], [-4.671, -0.271, -1.913], [-5.263, -1.565, -2.364], [-3.239, -0.085, -1.972], [-2.197, -1.260, -2.532], [-5.670, 3.178, -0.529], [-7.099, 2.769, -0.168], [-5.008, 3.838, 0.685], [-5.699, 4.167, -1.704], [-0.992, 2.978, 0.526], [-1.342, 1.859, 1.832], [-0.752, 6.101, -2.352], [-0.822, 5.513, -3.758], [-1.957, 7.026, -2.114], [0.555, 6.887, -2.177], [-0.252, 5.604, 2.612], [-0.134, 3.899, 3.039], [-1.719, 4.671, 2.912], [-0.540, 6.311, 0.393], [1.130, 1.474, -6.174], [3.247, 0.966, -5.135], [3.294, 0.487, -3.424], [3.348, 2.185, -3.863], [-2.673, -0.301, -6.086], [-3.560, 0.881, -7.049], [-3.469, 1.070, -5.297], [-0.488, 0.099, -7.480], [-0.099, 1.771, -7.933], [-1.602, 1.043, -8.456], [-2.631, 3.432, -5.734], [-2.614, 3.188, -7.484], [-1.145, 3.714, -6.663], [-6.494, 0.622, -1.360], [-6.335, -1.578, -2.185], [-4.799, -2.403, -1.843], [-5.080, -1.718, -3.429], [-7.124, 2.006, 0.613], [-7.660, 2.407, -1.030], [-7.631, 3.641, 0.211], [-5.032, 3.181, 1.557], [-5.548, 4.749, 0.939], [-3.970, 4.106, 0.478], [-6.128, 3.714, -2.600], [-4.691, 4.512, -1.941], [-6.313, 5.030, -1.442], [-1.715, 4.903, -3.899], [0.052, 4.896, -3.979], [-0.851, 6.328, -4.481], [-2.901, 6.490, -2.230], [-1.936, 7.835, -2.843], [-1.938, 7.482, -1.123], [1.429, 6.236, -2.242], [0.594, 7.428, -1.231], [0.633, 7.629, -2.972], [3.436, -2.606, 2.696], [2.717, -2.330, 1.419], [1.617, -1.654, 1.328], [1.131, -1.208, 2.543], [0.028, -0.582, 2.646], [-0.377, -0.165, 3.870], [-1.175, -0.160, 1.351], [3.304, -2.873, 0.152], [4.433, -3.673, 0.185], [4.951, -4.164, -1.010], [4.328, -3.837, -2.198], [3.197, -3.035, -2.147], [2.699, -2.565, -1.007], [2.990, -2.075, 3.525], [3.405, -3.678, 2.903], [4.483, -2.318, 2.600], [0.216, -0.393, 4.654], [-1.352, -0.009, 4.061], [4.909, -3.922, 1.120], [5.830, -4.794, -1.001], [4.695, -4.196, -3.148], [2.673, -2.766, -3.058]], "lowdin_charge": [1.112, -0.040, -0.221, 0.110, -0.157, 0.224, 0.032, -0.509, -0.024, 0.205, -0.159, 0.116, -0.212, -0.023, -0.594, 0.646, -0.541, -0.037, -0.042, -0.024, 0.049, 0.186, -0.172, 0.105, -0.232, -0.041, -0.624, 0.678, -0.539, -0.042, -0.037, -0.022, -0.467, 0.789, -0.542, -0.047, -0.013, -0.019, 0.104, 0.079, 0.108, 0.145, 0.135, 0.099, 0.067, 0.110, 0.092, 0.100, 0.073, 0.099, 0.091, 0.103, 0.080, 0.103, 0.093, 0.130, 0.097, 0.088, 0.097, 0.100, 0.091, 0.102, 0.093, 0.100, 0.060, 0.098, 0.070, 0.102, 0.072, 0.086, 0.104, 0.086, 0.106, 0.091, 0.097, 0.088, 0.104, 0.005, -0.221, -0.083, 0.033, -0.709, 0.090, 0.581, -0.219, 0.031, 0.011, -0.003, -0.109, -0.059, 0.077, 0.117, 0.108, 0.132, 0.097, 0.123, 0.135, 0.129, 0.121]}